12
Properties=species:S:1:pos:R:3:forces:R:3 method="wB97M-V/def2-TZVPD" smiles="C=C1C#CCC1" energy_ha=-231.98076 e_homo_ev=-8.96 e_lumo_ha=0.008 e_above_lowest_kj_mol=644.7 molar_mass_g_mol=78.11 fmax_ev_per_a=5.3
C 1.56189 -0.45167 0.00711 -0.4 1.7 -0.1
C 1.53646 0.81484 -0.21568 0.5 -2.5 0.1
C 0.04261 0.93112 -0.26129 0.1 -2.1 0.4
C -0.63309 2.00574 0.09649 -1.1 -2.6 0.0
C 0.79778 -1.61166 0.37734 -3.2 1.1 -3.1
C -0.55616 -0.54280 -0.34704 4.8 1.1 -1.8
H -1.63958 1.85308 0.44579 -0.4 0.5 -0.2
H -0.10874 2.86711 0.21595 1.0 2.6 0.3
H 0.48633 -2.41618 -0.36013 1.7 0.5 1.0
H 0.51199 -1.85097 1.37820 0.4 0.1 0.7
H -1.45434 -0.69477 0.06433 -3.4 -0.7 1.9
H -0.54515 -0.90384 -1.40106 0.0 0.4 0.8



12
Properties=species:S:1:pos:R:3:forces:R:3 method="wB97M-V/def2-TZVPD" energy_ha=-232.01483 e_homo_ev=-9.27 e_lumo_ha=-0.045 e_above_lowest_kj_mol=555.3 molar_mass_g_mol=78.11 fmax_ev_per_a=1.3
C -1.71777 0.74528 0.14521 0.1 0.1 0.0
C -0.79736 -0.48296 0.20862 0.1 -0.1 -0.1
C 0.68446 -0.18285 0.45842 0.3 0.0 -0.3
C 1.69331 -0.36336 -0.33868 0.0 0.0 -0.1
C 2.82388 -0.46002 -0.96339 0.4 -0.1 -0.3
C 4.02399 -0.47086 -1.40478 -0.5 0.0 0.1
H -2.75458 0.44758 -0.06469 0.3 -0.1 0.1
H -1.71780 1.29414 1.09060 0.0 0.0 -0.1
H -1.40786 1.42629 -0.65309 0.0 -0.1 0.2
H -0.85984 -1.00534 -0.75373 0.1 0.1 0.2
H -1.19246 -1.19363 0.94776 0.3 0.2 0.0
H 1.22203 0.24572 1.32775 -1.2 0.0 0.3



12
Properties=species:S:1:pos:R:3:forces:R:3 method="wB97M-V/def2-TZVPD" smiles=c1ccccc1 energy_ha=-232.22633 e_homo_ev=-9.40 e_lumo_ha=0.044 e_above_lowest_kj_mol=0.0 molar_mass_g_mol=78.11 fmax_ev_per_a=0.4
C -0.33881 1.11149 0.77383 0.1 0.1 -0.1
C 0.54910 0.16916 1.27387 0.0 -0.1 0.2
C 0.87097 -0.94418 0.51369 0.1 -0.2 -0.4
C 0.34494 -1.10396 -0.76182 -0.2 -0.1 -0.2
C -0.53721 -0.16447 -1.27168 0.1 0.3 0.2
C -0.87072 0.93931 -0.49652 -0.4 0.0 -0.1
H -0.60591 1.99110 1.35106 0.0 -0.1 0.0
H 0.98463 0.27730 2.25995 -0.1 0.1 0.0
H 1.54648 -1.70913 0.87215 0.1 0.1 0.2
H 0.60037 -1.97286 -1.35999 0.1 0.1 0.1
H -0.94720 -0.23986 -2.26876 0.0 -0.2 0.0
H -1.59664 1.64609 -0.88578 0.2 0.1 0.1